The following is a quantum chemistry calculation of a cluster of 2 separate species, C2H8NS in total in a non-equilibrium geometry, from OMol25.

The geometry in XYZ format:
```
12
Properties=species:S:1:pos:R:3:mulliken_spin:R:1
S 0.37 -3.48 0.15 0.08
H -0.10 -4.61 -0.40 0.00
C -0.03 1.58 0.86 4.06
C 0.47 0.56 -0.16 -0.85
N -0.50 0.28 -1.23 0.18
H 0.49 2.54 0.78 -0.57
H -1.08 1.88 0.68 -0.86
H -0.03 1.27 1.90 -0.68
H 1.43 0.89 -0.53 -0.39
H 0.65 -0.38 0.36 0.17
H -0.29 -0.62 -1.64 0.00
H -1.39 0.09 -0.79 -0.13
```

- LUMO level (spin up / spin down) (eV) = 6.79 / 6.78
- energy above the lowest of the compared OMol25 structures with the same formula, charge and spin (eV) = 0.298
- largest force on an atom (eV/Å) = 1.24
- total charge = -2
- 2S+1 = 2
- electronic energy (Ha) = -533.8067
- E_HOMO (spin up / spin down) (eV) = 4.20 / -0.30
- <S²> = 0.751
- frontier orbital gap (spin up / spin down) (eV) = 2.588 / 7.087



The following is a quantum chemistry calculation of a cluster of 4 separate species, C2H5NOS in total in a non-equilibrium geometry, from OMol25.

The geometry in XYZ format:
```
10
Properties=species:S:1:pos:R:3:nbo_charge:R:1
C -0.31 0.96 -0.99 -0.35
C 0.11 -0.13 0.03 0.38
H 1.95 0.70 -2.21 0.44
H 1.39 2.73 -0.95 0.35
H -0.69 1.71 -0.19 0.23
H -1.08 0.55 -1.86 0.24
H -1.28 0.56 2.47 0.13
N 0.84 1.47 -1.63 -0.87
O 1.04 -0.89 -0.26 -0.53
S -0.83 -0.90 1.37 -0.02
```

- LUMO level (eV) = -0.73
- energy above the lowest of the compared OMol25 structures with the same formula, charge and spin (eV) = 8.311
- largest force on an atom (eV/Å) = 6.80
- total charge = 0
- electronic energy (Ha) = -607.1014
- E_HOMO (eV) = -9.02
- frontier orbital gap (eV) = 8.285



The following is a quantum chemistry calculation of a structure of composition CBF10S6Sb2V, from OMol25.

The geometry in XYZ format:
```
21
Properties=species:S:1:pos:R:3:mulliken_spin:R:1
V 0.64 0.25 0.67 2.12
S 1.16 0.75 -4.58 0.01
Sb 1.95 1.15 -2.54 0.01
S -0.23 -1.71 -0.20 -0.09
S -0.35 1.60 -1.09 -0.03
S -1.68 -2.03 4.18 0.02
C -1.05 -1.44 2.76 0.02
S -0.95 0.24 2.39 -0.08
S -0.58 -2.65 1.61 0.01
F 1.93 -0.84 1.80 -0.01
B 3.15 -1.40 1.16 0.00
F 3.00 -2.77 1.08 0.00
F 4.23 -1.04 1.94 0.00
F 3.20 -0.81 -0.11 0.00
F -1.42 3.83 0.39 0.00
Sb 0.45 3.60 -0.08 0.01
F 0.06 5.12 -1.15 0.00
F 1.83 3.15 -2.41 0.00
F 2.21 4.28 -0.04 0.00
F 1.96 1.61 0.67 0.01
F 0.60 3.59 1.81 0.00
```

- LUMO level (spin up / spin down) (eV) = 4.02 / 3.91
- largest force on an atom (eV/Å) = 0.60
- total charge = -2
- 2S+1 = 3
- electronic energy (Ha) = -4875.8621
- E_HOMO (spin up / spin down) (eV) = -2.87 / -2.97
- <S²> = 2.032
- frontier orbital gap (spin up / spin down) (eV) = 6.891 / 6.882



Look up the total charge of the second one. 0



electronic energy of number 2 (C2H5NOS)? -607.1014 Ha



Which formula does entry 3 have? CBF10S6Sb2V